This record from OMol25 describes 8 unconnected molecules or ions with the total composition C4H26N2O7 at a distorted geometry. The level of theory is the ωB97M-V functional and the def2-TZVPD basis.

As for the energy above the lowest of the compared OMol25 structures with the same formula, charge and spin: 308.4 kJ/mol. The SMILES is CNCCCN.O.O.O.O.O.O.O. As for the HOMO energy: -0.337 hartree.

Each line ends with the Mulliken charge.
Atoms and positions in Å:
1 C 0.202 3.438 -0.077  -0.961
2 N 0.752 1.996 -0.128  -0.337
3 C -0.239 1.020 -0.471  -0.772
4 C 0.260 -0.408 -0.547  1.227
5 C 0.735 -1.135 0.740  -0.806
6 N -0.478 -2.048 1.482  -0.530
7 H 0.796 4.269 -0.632  0.235
8 H -0.749 3.303 -0.496  0.353
9 H 0.176 3.658 0.971  0.327
10 H 1.147 1.860 0.761  0.234
11 H -0.640 1.262 -1.528  0.355
12 H -1.207 1.123 -0.041  0.542
13 H 1.158 -0.286 -1.239  -1.165
14 H -0.566 -0.946 -1.170  0.287
15 H 1.150 -0.442 1.482  0.499
16 H 1.429 -1.985 0.563  0.234
17 H -0.019 -2.599 2.181  0.196
18 H -1.244 -1.420 1.659  0.180
19 O 2.906 -0.401 -3.461  -0.715
20 H 2.667 -1.406 -3.380  0.325
21 H 2.343 -0.071 -2.708  0.337
22 O 3.296 1.193 -1.289  -0.681
23 H 3.338 1.597 -2.177  0.339
24 H 2.408 1.471 -1.149  0.390
25 O -0.406 0.420 3.318  -0.614
26 H -1.205 0.571 2.726  0.345
27 H -0.762 0.298 4.234  0.292
28 O -2.926 -0.036 1.791  -0.671
29 H -3.925 -0.035 1.815  0.377
30 H -2.847 0.193 0.923  0.172
31 O -3.727 -0.377 -0.778  -0.663
32 H -3.533 -1.347 -0.560  0.398
33 H -4.185 -0.393 -1.621  0.266
34 O 3.988 -1.084 0.296  -0.606
35 H 3.672 -0.288 -0.019  0.350
36 H 3.314 -1.556 0.696  0.327
37 O -2.470 -2.766 -0.683  -0.648
38 H -2.634 -3.336 -1.483  0.279
39 H -1.977 -3.306 0.000  0.302

This record from OMol25 describes 9 unconnected molecules or ions with the total composition C4H26N2O9S at a distorted geometry. The level of theory is the ωB97M-V functional and the def2-TZVPD basis.

As for the energy above the lowest of the compared OMol25 structures with the same formula, charge and spin: 173.8 kJ/mol. The SMILES is CNC(=O)[C@@H](N)CS.O.O.O.O.O.O.O.O. As for the HOMO energy: -0.336 hartree.

Each line ends with the Mulliken charge.
Atoms and positions in Å:
1 C 0.673 0.810 2.094  -1.227
2 N 0.386 0.168 0.842  0.597
3 C -0.464 0.642 -0.091  0.022
4 O -0.380 0.248 -1.257  -0.665
5 C -1.716 1.361 0.378  0.223
6 N -1.778 2.642 -0.363  -0.669
7 C -3.068 0.636 0.297  -1.047
8 S -2.841 -1.185 0.393  -0.225
9 H 0.676 1.897 2.088  0.367
10 H 1.664 0.453 2.398  0.260
11 H 0.180 0.531 3.045  0.341
12 H 1.091 -0.469 0.502  0.236
13 H -1.522 1.515 1.448  0.441
14 H -2.007 2.345 -1.296  0.257
15 H -2.405 3.324 0.034  0.224
16 H -3.756 1.082 1.024  0.457
17 H -3.666 0.895 -0.585  0.396
18 H -3.014 -1.338 1.728  0.133
19 O 3.876 -2.176 2.090  -0.621
20 H 4.319 -2.350 1.257  0.321
21 H 3.612 -1.265 2.163  0.292
22 O 1.063 3.478 0.540  -0.585
23 H 1.636 4.043 0.023  0.241
24 H 0.182 3.516 0.139  0.345
25 O 1.314 -1.711 -2.461  -0.640
26 H 1.953 -1.136 -2.895  0.293
27 H 0.685 -1.089 -2.065  0.455
28 O 1.043 -3.019 0.415  -0.596
29 H 1.765 -3.376 0.934  0.287
30 H 1.201 -2.901 -0.506  0.297
31 O 2.299 2.119 -1.720  -0.502
32 H 2.826 2.889 -1.494  0.229
33 H 1.782 2.364 -2.491  0.265
34 O -1.598 -0.202 -3.922  -0.659
35 H -1.494 -0.033 -2.976  0.345
36 H -1.545 -1.162 -3.946  0.307
37 O 2.958 0.051 -0.336  -0.607
38 H 2.201 0.107 -0.921  0.091
39 H 3.153 0.951 -0.079  0.340
40 O -1.306 -2.238 3.157  -0.648
41 H -0.699 -2.911 3.461  0.282
42 H -0.911 -1.665 2.496  0.348

Q: energy above the lowest of the compared OMol25 structures with the same formula, charge and spin of number 2 (C4H26N2O9S)?
A: 173.8 kJ/mol

Q: energy above the lowest of the compared OMol25 structures with the same formula, charge and spin of number 1 (C4H26N2O7)?
A: 308.4 kJ/mol

Q: Which of these has the lowest energy above the lowest of the compared OMol25 structures with the same formula, charge and spin?
A: C4H26N2O9S